Below is 8 unconnected molecules or ions with the total composition C50H84ClN11O10SSi, with properties calculated with ωB97M-V with the def2-TZVPD basis set.

Structure (XYZ):
```
158
Properties=species:S:1:pos:R:3:forces:R:3
H -3.79536 -3.47020 -2.05586 0.00 -0.21 0.01
N -3.12150 -3.53756 -1.29040 -0.19 0.28 -0.03
C -2.57814 -2.40431 -1.13645 0.01 -0.02 -0.02
C -2.87764 -1.17200 -1.96238 0.54 -0.10 0.18
C -1.51293 -2.24956 -0.05045 -0.32 -0.16 -0.33
C -1.97750 -2.77803 1.27923 -0.05 0.02 0.27
C -2.98894 -2.11349 1.98994 -0.31 0.21 -0.28
C -3.63512 -0.84486 1.50694 0.58 0.49 0.50
C -3.10826 0.39433 2.27295 0.45 -0.22 -0.51
C -1.71182 0.83465 1.80263 -0.66 0.27 0.23
C -1.50418 2.33904 1.92511 0.81 0.06 -0.15
N -0.08524 2.76425 1.86236 -0.49 -0.21 -0.08
C 0.35861 3.10868 0.55759 0.60 0.27 -0.54
N 0.09881 2.22241 -0.56065 -0.10 0.36 0.22
N 1.00584 4.18018 0.37633 -0.62 -0.47 0.32
H 1.27192 4.23293 -0.60318 0.24 0.08 -0.01
C -3.41658 -2.65392 3.19122 -0.23 0.05 0.27
Cl -4.71964 -1.90029 4.07452 -0.04 0.01 0.08
C -2.86663 -3.78203 3.75056 -0.12 -0.31 0.32
C -1.84732 -4.40708 3.07897 0.09 -0.01 -0.09
C -1.41956 -3.91207 1.85816 0.41 0.00 -0.68
C -0.31176 -4.68009 1.20252 0.06 -0.08 0.20
O -0.29264 -4.95793 0.02904 0.01 0.09 -0.16
C 0.75547 -5.12278 2.16110 -0.06 0.47 -0.83
C 0.30968 -5.60663 3.37564 -0.22 -0.12 0.14
C 1.20163 -6.07612 4.30697 -0.16 -0.14 0.11
C 2.54767 -6.01474 4.02678 0.67 0.03 0.61
S 3.71604 -6.64233 5.22191 0.17 -0.23 0.02
C 3.01960 -5.48763 2.82038 -0.71 -0.54 -0.14
C 4.41545 -5.40585 2.58555 -0.16 0.59 0.36
C 5.55132 -5.04096 2.56715 0.49 -0.01 -0.28
C 2.10478 -5.04565 1.84607 0.33 -0.29 -0.02
C 2.62893 -4.47673 0.55637 -0.25 0.49 -0.01
C 3.33851 -3.11702 0.72549 0.10 -0.41 -0.53
O 4.67871 -3.19794 0.25077 -0.17 0.78 0.06
Si 5.50173 -1.73530 0.21818 0.50 -0.28 0.26
C 4.62533 -0.39558 -0.75986 0.03 -0.59 0.35
C 7.17525 -2.06815 -0.54597 -0.27 0.18 0.14
C 5.76206 -1.16241 1.99184 0.04 0.04 -0.62
C -1.15104 -5.59558 3.63348 -0.13 -0.05 0.23
O -1.71950 -6.45840 4.26225 -0.07 0.13 0.28
H -3.06836 -1.40287 -3.00645 -0.10 -0.12 -0.06
H -3.71358 -0.61286 -1.55322 -0.19 0.01 0.01
H -2.01820 -0.51053 -1.89244 0.04 0.25 -0.24
H -0.64268 -2.78839 -0.40643 0.10 -0.18 0.02
H -1.20946 -1.21440 0.01988 -0.08 0.26 0.17
H -3.40562 -0.67762 0.46661 -0.23 -0.03 -0.27
H -4.70977 -0.87641 1.65372 -0.17 -0.23 -0.18
H -3.80586 1.20855 2.08347 -0.13 0.09 0.24
H -3.04226 0.16819 3.33214 -0.37 0.22 0.23
H -0.94689 0.32708 2.39146 0.16 -0.23 -0.20
H -1.63690 0.60123 0.74713 0.36 -0.23 -0.13
H -1.93244 2.73776 2.84169 -0.09 -0.05 0.15
H -1.99216 2.82230 1.08263 -0.37 0.16 0.05
H 0.52272 2.05822 2.26006 0.07 0.10 0.14
H 0.33915 1.27303 -0.30340 -0.27 -0.11 -0.03
H -0.88786 2.27368 -0.81233 0.00 -0.28 -0.08
H -3.20656 -4.16183 4.70011 -0.11 -0.06 0.09
H 0.85362 -6.48557 5.24018 -0.07 -0.07 0.12
H 3.46889 -5.80083 6.23843 -0.22 0.06 -0.18
H 6.54677 -4.69072 2.50284 0.28 -0.08 -0.04
H 3.28870 -5.17703 0.05625 0.34 -0.08 0.12
H 1.82041 -4.30666 -0.13815 -0.25 -0.23 -0.05
H 2.80730 -2.39063 0.10601 -0.15 0.12 0.02
H 3.26995 -2.75800 1.75566 0.25 -0.11 0.16
H 4.47295 -0.72026 -1.78664 -0.08 0.09 -0.13
H 3.66577 -0.16796 -0.30050 -0.14 0.16 -0.08
H 5.23358 0.50470 -0.74915 0.05 0.15 -0.06
H 7.81063 -1.21185 -0.32078 0.12 0.10 -0.04
H 7.10806 -2.15732 -1.62709 0.04 -0.10 -0.12
H 7.66366 -2.94920 -0.13773 -0.03 -0.15 0.01
H 4.83887 -1.07706 2.55675 -0.08 0.01 0.15
H 6.23820 -0.18374 1.95129 0.00 0.17 0.12
H 6.44835 -1.83422 2.49888 0.00 -0.15 0.18
C 2.84902 9.72953 0.66712 0.32 -0.11 -0.20
N 3.25133 8.41965 0.19432 -0.17 -0.16 0.05
C 2.60344 7.23377 0.35436 0.10 0.08 0.00
C 1.29766 7.24670 1.11705 -0.02 -0.09 -0.02
O 3.08000 6.20607 -0.10959 0.14 0.12 -0.23
H 2.73813 10.40844 -0.18031 -0.07 0.08 0.07
H 3.61479 10.13142 1.33273 -0.08 0.09 0.05
H 1.90790 9.67782 1.20329 -0.01 -0.03 0.00
H 4.11915 8.35036 -0.32015 0.06 0.12 0.01
H 0.90205 6.23318 1.16427 0.21 0.09 -0.05
H 1.45773 7.60966 2.13367 -0.07 0.12 -0.04
H 0.57268 7.88612 0.60902 0.01 0.10 0.12
C -2.43080 3.95324 -4.72522 0.22 0.12 0.27
N -2.43465 3.48107 -3.35225 -0.06 -0.05 -0.03
C -3.19743 2.51210 -2.80612 0.01 -0.11 0.32
C -4.18444 1.80596 -3.69908 0.07 0.09 0.04
O -3.08211 2.22238 -1.61404 0.07 -0.04 -0.07
H -1.43900 3.81171 -5.15625 -0.05 0.00 -0.12
H -2.67073 5.01677 -4.74609 -0.04 -0.01 -0.12
H -3.15694 3.41626 -5.32484 -0.02 -0.02 0.02
H -1.79372 3.91165 -2.70214 0.01 0.01 -0.04
H -4.71607 1.05842 -3.12213 0.03 -0.01 0.01
H -4.91020 2.51497 -4.09704 -0.04 -0.10 -0.11
H -3.66456 1.30578 -4.51690 -0.08 0.06 -0.09
C -7.11868 1.27349 0.25324 0.38 -0.02 -0.35
N -7.07285 1.32535 -1.20122 -0.23 0.05 0.08
C -8.07928 1.58050 -2.07305 0.15 -0.03 -0.11
C -9.44759 1.85270 -1.49604 -0.04 0.01 -0.08
O -7.87074 1.58560 -3.27948 -0.04 0.02 0.03
H -6.43136 2.01427 0.66606 -0.06 0.03 0.09
H -6.80962 0.28747 0.59858 -0.14 0.05 0.11
H -8.11590 1.47183 0.62628 0.00 -0.06 -0.01
H -6.19128 1.15240 -1.65517 0.07 0.04 0.08
H -10.13744 2.03626 -2.31394 0.06 -0.01 -0.06
H -9.80024 0.99383 -0.92414 0.01 0.07 0.11
H -9.42437 2.73199 -0.85168 -0.03 -0.07 0.09
C -8.74893 -3.65899 3.61953 0.38 0.12 -0.03
N -8.20798 -2.37281 3.22131 -0.21 0.09 -0.05
C -8.87933 -1.24643 2.87391 0.09 0.01 0.00
C -10.38871 -1.29807 2.89739 0.02 0.07 -0.02
O -8.27223 -0.23432 2.55255 -0.10 -0.05 0.07
H -8.40066 -3.90916 4.62290 -0.10 -0.08 0.01
H -8.40379 -4.43193 2.93111 -0.10 -0.07 0.03
H -9.83322 -3.64466 3.61702 -0.01 0.03 -0.01
H -7.20572 -2.26754 3.18673 0.06 -0.06 0.03
H -10.77313 -0.32860 2.59626 0.07 0.03 0.00
H -10.75801 -2.05315 2.20254 -0.05 -0.05 0.08
H -10.74986 -1.52117 3.90179 -0.05 -0.09 -0.04
C 4.60876 5.93137 -3.79736 -0.25 0.06 0.49
N 5.09415 6.86318 -2.79448 0.07 0.13 -0.03
C 5.90206 7.92952 -2.96269 -0.05 -0.03 0.14
C 6.39144 8.22197 -4.36231 0.11 0.08 0.04
O 6.21867 8.63122 -2.00652 -0.05 0.09 -0.02
H 3.51634 5.95576 -3.81146 0.01 -0.02 -0.09
H 4.93234 4.92531 -3.54195 0.01 -0.05 -0.19
H 4.98574 6.17945 -4.78102 0.07 -0.03 0.00
H 4.80332 6.72552 -1.83446 -0.15 -0.21 -0.04
H 7.02490 9.10360 -4.33130 -0.02 0.01 0.08
H 6.97175 7.38197 -4.74694 -0.10 -0.03 -0.09
H 5.55102 8.41669 -5.02924 0.03 -0.09 -0.06
C -1.84950 -10.75047 2.20854 0.27 -0.22 -0.22
N -0.40974 -10.88110 2.33014 -0.08 0.10 0.12
C 0.41919 -10.26589 3.21792 0.16 -0.03 0.03
C -0.21304 -9.32415 4.21338 0.12 -0.16 -0.04
O 1.62058 -10.47708 3.19161 -0.03 0.03 0.01
H -2.32181 -11.72508 2.34651 -0.12 0.06 0.04
H -2.10392 -10.38067 1.21351 -0.12 0.05 0.05
H -2.24143 -10.06188 2.94907 0.03 0.02 0.01
H 0.07045 -11.49527 1.69213 -0.01 0.00 -0.02
H 0.56759 -8.91258 4.84529 0.08 -0.06 -0.03
H -0.71548 -8.50723 3.70255 -0.14 0.01 0.08
H -0.92890 -9.85517 4.84236 -0.09 0.09 -0.03
C 9.46393 4.84715 -7.64763 -0.38 0.04 -0.16
N 8.16875 4.73037 -7.00234 0.13 -0.01 0.12
C 7.89866 4.44707 -5.70126 -0.12 -0.03 0.03
C 9.07163 4.21869 -4.77860 -0.04 -0.01 0.04
O 6.74440 4.38478 -5.30578 0.12 0.00 -0.06
H 9.57514 5.84609 -8.07221 0.14 -0.01 0.01
H 9.53988 4.11730 -8.45514 0.14 0.00 0.01
H 10.26798 4.67434 -6.94128 -0.01 -0.01 0.03
H 7.34282 4.87083 -7.56223 0.00 -0.01 -0.02
H 8.69266 4.00704 -3.78377 -0.08 0.01 -0.02
H 9.66596 3.36880 -5.11581 0.09 0.06 -0.01
H 9.70217 5.10737 -4.73124 0.08 -0.06 -0.03
```
Forces are in eV/Å.

The structure (SMILES) is [H]/N=C(\C)Cc1c(CCCCN/C(N)=N/[H])c(Cl)cc2c1C(=O)c1c(cc(S)c(C#C)c1CCO[Si](C)(C)C)C2=O.CNC(C)=O.CNC(C)=O.CNC(C)=O.CNC(C)=O.CNC(C)=O.CNC(C)=O.CNC(C)=O. The HOMO energy comes out at -8.838 eV. As for the net charge: 0. The value obtained for the largest force on an atom is 0.019 hartree/bohr.

Here are the Löwdin charges for atoms 1 to 5, given in e: H 0.06; N 0.17; C -0.40; C -0.04; C -0.08